Here is a cluster of 2 separate species, CH4NO2Si in total at a distorted geometry from OMol25. Energies are from wB97M-V/def2-TZVPD.

Summary:
energy above the lowest of the compared OMol25 structures with the same formula, charge and spin	60.53	kJ/mol
charge	-1

Last column: natural (NBO) charge in e.
Cartesian coordinates (Å):
C (-2.041, 0.077, 0.032)  1.0496
N (-0.118, -0.452, -0.418)  -1.4724
O (-2.592, -0.957, 0.182)  -0.6651
O (-2.094, 1.255, 0.011)  -0.6538
Si (1.343, 0.211, 0.037)  1.1505
H (-0.196, -1.459, -0.369)  0.3654
H (1.350, 1.099, 1.229)  -0.2542
H (1.950, 1.032, -1.052)  -0.2625
H (2.398, -0.807, 0.348)  -0.2576

Here is an isolated molecule of C24H25ClN2O2S from OMol25. Energies are from wB97M-V/def2-TZVPD.

Summary:
total energy	-55726.824	eV
structure (SMILES)	COc1cc(NC(=S)NCCC(c2ccccc2)c2ccccc2)c(OC)cc1Cl

Last column: natural (NBO) charge in e.
Cartesian coordinates (Å):
C (-5.004, -1.826, 2.595)  -0.2481
O (-3.851, -1.043, 2.371)  -0.4963
C (-3.642, -0.395, 1.195)  0.2752
C (-2.655, 0.596, 1.285)  -0.2803
C (-2.246, 1.349, 0.201)  0.1211
N (-1.253, 2.316, 0.241)  -0.6036
C (-0.092, 2.388, 0.951)  0.3166
S (0.897, 3.682, 0.653)  -0.2779
N (0.180, 1.434, 1.859)  -0.6099
C (1.449, 1.341, 2.539)  -0.2291
C (2.325, 0.204, 2.007)  -0.3926
C (2.522, 0.294, 0.485)  -0.2891
C (1.325, -0.115, -0.342)  -0.0063
C (1.123, 0.520, -1.563)  -0.2084
C (0.090, 0.145, -2.402)  -0.1994
C (-0.770, -0.875, -2.031)  -0.2282
C (-0.593, -1.504, -0.813)  -0.2227
C (0.447, -1.131, 0.021)  -0.2054
C (3.726, -0.531, 0.079)  -0.0099
C (4.934, 0.099, -0.191)  -0.1612
C (6.053, -0.638, -0.535)  -0.2211
C (5.980, -2.018, -0.613)  -0.2211
C (4.779, -2.654, -0.347)  -0.2011
C (3.661, -1.916, -0.003)  -0.2166
C (-2.920, 1.180, -1.030)  0.3452
O (-2.526, 2.009, -2.039)  -0.5165
C (-3.159, 1.889, -3.291)  -0.2508
C (-3.899, 0.216, -1.129)  -0.3118
C (-4.241, -0.591, -0.043)  -0.1101
Cl (-5.429, -1.818, -0.381)  -0.0054
H (-5.915, -1.294, 2.311)  0.1832
H (-5.016, -2.009, 3.669)  0.1941
H (-4.956, -2.782, 2.070)  0.1849
H (-2.254, 0.770, 2.270)  0.2363
H (-1.292, 2.975, -0.529)  0.4401
H (-0.347, 0.575, 1.789)  0.4096
H (1.955, 2.300, 2.403)  0.2459
H (1.261, 1.191, 3.608)  0.1982
H (3.302, 0.280, 2.489)  0.2264
H (1.902, -0.762, 2.285)  0.1958
H (2.744, 1.341, 0.250)  0.2384
H (1.788, 1.318, -1.859)  0.2219
H (-0.041, 0.649, -3.348)  0.2122
H (-1.572, -1.183, -2.685)  0.2112
H (-1.265, -2.293, -0.509)  0.2152
H (0.562, -1.651, 0.962)  0.1999
H (4.998, 1.176, -0.133)  0.2034
H (6.985, -0.133, -0.743)  0.2115
H (6.852, -2.594, -0.883)  0.2119
H (4.713, -3.730, -0.409)  0.2109
H (2.729, -2.424, 0.192)  0.2122
H (-4.233, 2.086, -3.218)  0.1815
H (-2.697, 2.643, -3.925)  0.2065
H (-2.997, 0.899, -3.727)  0.1769
H (-4.414, 0.043, -2.060)  0.2366

Here is an isolated molecule of C21H27N3O3S from OMol25. Energies are from wB97M-V/def2-TZVPD.

Summary:
energy above the lowest of the compared OMol25 structures with the same formula, charge and spin	16.65	kJ/mol
structure (SMILES)	Cc1cc(C)cc(N(CC(=O)NC(C)(C)C)C(=O)CNC(=O)c2cccs2)c1

Last column: natural (NBO) charge in e.
Cartesian coordinates (Å):
C (3.342, -2.104, -2.032)  -0.6358
C (2.310, -1.557, -1.093)  0.0046
C (2.247, -2.005, 0.222)  -0.1817
C (1.286, -1.536, 1.103)  0.0194
C (1.246, -1.985, 2.528)  -0.6370
C (0.367, -0.596, 0.655)  -0.2661
C (0.440, -0.116, -0.641)  0.2502
N (-0.502, 0.849, -1.097)  -0.4681
C (-1.506, 0.357, -2.031)  -0.3030
C (-2.649, -0.335, -1.266)  0.6704
O (-2.769, -1.543, -1.255)  -0.6310
N (-3.433, 0.543, -0.627)  -0.6443
C (-4.524, 0.198, 0.286)  0.1237
C (-5.135, 1.511, 0.769)  -0.6108
C (-5.569, -0.633, -0.462)  -0.6205
C (-3.959, -0.597, 1.467)  -0.6209
C (-0.662, 2.072, -0.557)  0.6858
O (-1.638, 2.769, -0.805)  -0.6539
C (0.439, 2.609, 0.351)  -0.3267
N (1.770, 2.177, 0.025)  -0.6070
C (2.548, 1.524, 0.924)  0.6662
O (2.205, 1.337, 2.077)  -0.6230
C (3.835, 1.039, 0.412)  -0.3187
C (4.735, 0.292, 1.119)  -0.1802
C (5.864, -0.075, 0.363)  -0.2647
C (5.812, 0.396, -0.911)  -0.3887
S (4.385, 1.295, -1.213)  0.4322
C (1.400, -0.604, -1.519)  -0.2809
H (3.519, -1.420, -2.858)  0.2137
H (4.281, -2.283, -1.512)  0.2202
H (3.000, -3.054, -2.443)  0.2250
H (2.967, -2.737, 0.561)  0.2006
H (1.541, -1.153, 3.167)  0.2381
H (1.923, -2.818, 2.699)  0.2120
H (0.237, -2.283, 2.809)  0.2213
H (-0.396, -0.228, 1.323)  0.2201
H (-1.039, -0.372, -2.695)  0.2293
H (-1.892, 1.205, -2.603)  0.2345
H (-3.177, 1.523, -0.684)  0.4345
H (-5.945, 1.313, 1.465)  0.2170
H (-5.531, 2.078, -0.070)  0.2124
H (-4.386, 2.118, 1.274)  0.2115
H (-5.962, -0.072, -1.307)  0.2068
H (-5.114, -1.547, -0.832)  0.2410
H (-6.389, -0.889, 0.203)  0.2048
H (-3.481, -1.502, 1.104)  0.2363
H (-3.224, -0.001, 2.006)  0.2014
H (-4.756, -0.871, 2.153)  0.2078
H (0.252, 2.287, 1.382)  0.2659
H (0.361, 3.703, 0.318)  0.2304
H (2.097, 2.315, -0.918)  0.3988
H (4.571, 0.022, 2.146)  0.2441
H (6.679, -0.662, 0.747)  0.2303
H (6.530, 0.273, -1.698)  0.2402
H (1.443, -0.226, -2.531)  0.2129

Here is the ion CH4NO4P with charge -2 at a distorted geometry from OMol25. Energies are from wB97M-V/def2-TZVPD.

Summary:
energy above the lowest of the compared OMol25 structures with the same formula, charge and spin	131.97	kJ/mol
structure (SMILES)	CNOP(=O)([O-])[O-]
charge	-2

Last column: natural (NBO) charge in e.
Cartesian coordinates (Å):
C (-0.148, -0.201, -0.638)  -0.4145
N (0.654, 0.747, 0.156)  -0.4112
O (2.031, 0.507, -0.237)  -0.7362
P (2.632, -0.767, 1.019)  2.4654
O (4.107, -0.852, 0.832)  -1.2331
O (2.135, -0.172, 2.348)  -1.2559
O (1.779, -1.951, 0.560)  -1.2744
H (-0.023, 0.090, -1.729)  0.1481
H (0.007, -1.165, -0.418)  0.2178
H (-1.238, -0.008, -0.484)  0.1225
H (0.760, 0.298, 1.055)  0.3717

Here is a structure of composition C32H36N7O2Pr at a distorted geometry from OMol25. Energies are from wB97M-V/def2-TZVPD.

Summary:
total energy	-62355.673	eV
spin multiplicity	3
charge	+2

Last column: Mulliken charge in e.
Cartesian coordinates (Å):
Pr (-0.186, 0.016, -0.042)  0.6671
C (-1.258, -1.852, -2.772)  -1.3542
C (-2.383, -0.849, -3.060)  -0.8049
C (-3.278, -0.578, -1.876)  0.5646
C (-4.656, -0.513, -2.052)  -0.9920
C (-5.483, -0.351, -0.957)  -0.5065
C (-4.911, -0.314, 0.306)  -1.1073
C (-3.541, -0.388, 0.399)  -0.3432
N (-2.718, -0.464, -0.662)  0.6403
N (0.024, -1.209, -2.398)  0.9589
C (0.508, -0.353, -3.505)  -1.6326
C (0.253, 1.119, -3.309)  0.4937
C (0.375, 1.988, -4.381)  -1.1399
C (0.159, 3.340, -4.186)  -0.5206
C (-0.181, 3.794, -2.918)  -1.0176
C (-0.280, 2.867, -1.907)  -0.0698
N (-0.066, 1.551, -2.084)  0.8048
C (1.022, -2.258, -2.093)  -2.0334
C (2.328, -1.630, -1.654)  0.9984
C (3.530, -2.269, -1.900)  -0.9991
C (4.712, -1.581, -1.679)  -0.6299
C (4.648, -0.263, -1.249)  -1.0659
C (3.408, 0.276, -0.979)  -1.0632
N (2.263, -0.396, -1.135)  1.3404
H (-1.098, -2.475, -3.657)  0.6071
H (-1.557, -2.506, -1.954)  0.4879
H (-3.005, -1.247, -3.859)  0.5766
H (-1.984, 0.094, -3.438)  0.3671
H (-5.069, -0.608, -3.049)  0.4819
H (-6.557, -0.292, -1.081)  0.4382
H (-5.513, -0.246, 1.202)  0.4973
H (-3.072, -0.426, 1.373)  0.5364
H (0.063, -0.672, -4.451)  0.5558
H (1.582, -0.482, -3.621)  0.6319
H (0.632, 1.601, -5.360)  0.5527
H (0.246, 4.034, -5.014)  0.4581
H (-0.369, 4.841, -2.722)  0.5159
H (-0.554, 3.172, -0.902)  0.1675
H (1.212, -2.883, -2.971)  0.6811
H (0.616, -2.907, -1.320)  0.5890
H (3.535, -3.278, -2.298)  0.5847
H (5.667, -2.053, -1.874)  0.4856
H (5.541, 0.332, -1.115)  0.5136
H (3.325, 1.300, -0.633)  0.6938
N (-1.692, 1.883, 1.198)  -0.1777
C (-1.425, 3.178, 1.882)  -0.8562
C (-0.179, 3.112, 2.741)  -0.7297
C (1.109, 2.949, 1.960)  -0.7939
N (1.292, 1.561, 1.462)  -0.1609
H (-2.618, 1.928, 0.784)  0.2251
H (-1.764, 1.192, 1.945)  0.2445
H (-2.277, 3.454, 2.502)  0.4925
H (-1.314, 3.955, 1.123)  0.3508
H (-0.277, 2.287, 3.458)  0.3489
H (-0.116, 4.026, 3.332)  0.3694
H (1.950, 3.232, 2.591)  0.4796
H (1.111, 3.622, 1.100)  0.4164
H (1.290, 0.933, 2.264)  0.2834
H (2.235, 1.489, 1.097)  -0.1153
O (-0.590, -2.173, 0.447)  -0.4766
C (-0.183, -1.773, 1.577)  0.8381
O (-0.652, -0.726, 2.103)  -0.6189
C (1.140, -2.304, 2.069)  0.5405
C (1.376, -3.606, 2.538)  -1.0795
C (2.661, -3.939, 2.845)  -0.8413
C (3.691, -2.983, 2.701)  0.9074
C (5.039, -3.266, 3.042)  -0.8262
C (5.996, -2.303, 2.927)  -0.6930
C (5.647, -1.006, 2.479)  -0.7072
C (4.361, -0.711, 2.131)  -0.3813
C (3.350, -1.698, 2.217)  0.1551
N (2.060, -1.389, 1.870)  0.3328
H (0.558, -4.306, 2.650)  0.5846
H (2.902, -4.929, 3.215)  0.4819
H (5.288, -4.254, 3.414)  0.4308
H (7.022, -2.520, 3.197)  0.4292
H (6.411, -0.240, 2.425)  0.4796
H (4.089, 0.290, 1.815)  0.4565